The following is a DFT calculation (ωB97M-V/def2-TZVPD) of C51H45N5NaO2P2S3 as an isolated structure.

XYZ file:
```
109
Properties=species:S:1:pos:R:3:forces:R:3
C 1.537 4.591 -0.904 0.023 -0.096 0.083
H 6.469 2.770 0.228 0.007 0.008 -0.010
N -3.115 1.002 -3.716 -0.091 -0.022 0.015
C -3.033 -1.487 1.657 -0.102 -0.020 -0.026
H 4.192 -1.616 -5.496 -0.005 -0.006 -0.002
H -2.648 0.562 -4.488 0.040 0.051 0.011
C -4.376 -0.607 3.466 0.033 0.012 -0.021
H 3.263 7.449 -0.154 0.005 0.000 0.009
S 0.496 3.899 -2.040 -0.130 -0.010 -0.026
H -4.423 2.543 -3.296 0.015 -0.019 0.009
C -5.575 0.743 -3.529 -0.025 -0.028 0.021
H 2.033 -2.047 4.514 0.008 -0.010 0.003
H 2.429 -3.347 -5.651 0.008 0.002 0.001
O 1.604 2.609 0.325 0.218 0.195 0.354
Na -0.027 1.354 -0.264 -0.220 0.059 -0.142
C 1.135 -2.498 4.112 -0.002 0.005 -0.027
H -0.197 -5.987 -1.169 -0.007 -0.004 -0.015
H -2.692 -1.747 -1.576 -0.005 -0.005 0.000
H -4.008 3.108 2.960 -0.008 0.008 -0.011
C 0.435 -3.468 4.803 -0.012 0.006 -0.017
C -4.198 -1.889 1.014 -0.044 0.001 0.047
N -2.427 1.543 -0.343 -0.149 0.001 -0.097
C -0.971 2.517 4.295 0.039 -0.017 -0.018
P -1.356 -1.636 0.940 0.427 0.282 -0.120
C 4.601 -1.881 -0.453 0.041 -0.067 -0.041
S 1.640 -0.760 2.063 -0.241 0.179 -0.274
C -0.553 -2.484 2.366 -0.029 -0.079 0.087
H -4.152 -2.398 0.061 0.024 0.003 -0.008
C -2.357 2.155 1.950 -0.150 0.022 0.027
C -4.397 1.637 -3.903 -0.031 0.085 -0.014
H -5.484 0.444 -2.484 0.001 0.005 0.001
H -1.531 -5.524 -3.205 -0.001 0.003 -0.001
C 4.877 1.478 -0.389 0.028 -0.021 -0.025
C -2.985 2.772 3.039 0.031 -0.033 -0.004
H 5.060 0.769 0.410 -0.012 -0.004 -0.006
C 2.811 4.365 1.111 0.013 0.014 -0.040
H 0.831 -2.047 -1.906 0.006 0.001 0.007
H -6.503 -0.828 3.263 0.000 0.004 -0.008
H -2.188 -3.827 2.699 0.001 -0.004 0.001
C -0.419 1.925 3.168 0.050 -0.041 0.037
C 4.556 -3.492 1.317 -0.051 0.025 0.023
C 2.479 -2.698 -4.785 -0.009 -0.019 -0.030
C 2.043 5.908 -0.978 0.035 0.113 -0.025
N -3.121 1.454 -1.508 -0.016 0.026 0.135
C -3.092 1.961 0.675 0.017 -0.009 0.078
H 2.724 2.119 -2.926 -0.007 -0.021 0.011
C -4.559 2.288 0.648 -0.051 -0.006 0.005
C -2.233 -3.626 -2.488 -0.017 0.050 0.009
H 0.613 1.586 3.172 -0.002 0.035 0.017
C -1.521 -4.813 -2.388 0.010 -0.052 -0.008
C 5.164 -2.971 0.182 -0.019 0.031 0.003
C -5.534 -1.013 2.816 -0.015 0.010 0.041
H -2.760 3.425 5.068 -0.008 -0.001 -0.002
C 3.834 1.268 -1.286 0.087 0.043 0.120
O 2.403 -0.111 3.164 0.190 0.041 0.196
H 3.050 3.653 1.887 0.046 0.046 0.028
H 4.303 -0.133 -3.536 -0.001 0.007 0.013
H 0.750 -3.557 -3.829 0.016 0.004 -0.022
H -6.525 1.268 -3.661 0.008 0.013 -0.001
H 6.060 -3.429 -0.219 -0.002 0.002 -0.006
C 4.375 3.354 -2.366 0.006 0.022 -0.038
H 0.797 -3.819 5.761 0.004 -0.002 -0.003
C -2.202 -2.704 -1.453 0.032 -0.075 -0.026
H 5.045 -1.503 -1.366 0.010 -0.014 0.006
H 6.025 4.451 -1.537 -0.008 0.004 0.000
C 5.671 2.613 -0.487 0.014 0.008 -0.006
C -2.447 0.944 -2.525 0.125 -0.188 -0.138
H -0.375 2.639 5.189 -0.024 0.009 0.013
C -0.776 -5.074 -1.248 0.008 -0.001 0.020
H -1.298 -4.743 4.801 -0.001 -0.002 -0.003
C 5.422 3.553 -1.476 0.018 -0.005 0.010
H 3.974 6.000 1.801 -0.001 0.019 -0.007
P 2.578 -0.015 -1.035 -0.435 -0.034 0.298
H 2.968 -3.285 2.720 -0.011 0.018 0.040
C 1.542 -2.821 -3.769 -0.017 0.004 0.032
H 4.140 4.103 -3.112 0.005 -0.002 -0.003
H -4.430 -0.096 4.419 -0.018 0.000 0.003
C 3.425 -2.883 1.828 0.072 -0.047 0.027
C 3.529 -0.890 -3.594 -0.022 0.007 -0.023
C -3.138 -0.833 2.887 -0.073 0.025 0.003
H -6.337 -1.966 1.070 0.000 0.001 0.008
C 2.879 -1.764 1.202 0.058 -0.101 0.117
C 0.668 -2.050 2.877 0.040 -0.022 0.027
S -0.911 0.166 -2.592 -0.069 0.057 -0.008
C -0.744 -3.980 4.268 0.028 0.018 0.007
C 2.902 6.433 -0.047 -0.007 0.006 -0.008
C -1.235 -3.476 3.078 -0.023 -0.037 0.037
C 1.594 -1.973 -2.673 0.010 -0.017 -0.013
H -4.979 1.989 -0.306 0.025 -0.017 -0.004
C 3.300 5.644 1.035 -0.014 -0.112 0.057
C 2.596 -1.009 -2.568 0.075 -0.044 -0.086
C 3.582 2.222 -2.272 0.003 0.025 -0.011
C 3.466 -1.727 -4.699 0.019 0.009 -0.015
H 1.715 6.494 -1.825 -0.007 -0.011 -0.002
H -0.168 -4.380 0.679 0.009 0.007 0.032
H -2.245 -0.490 3.398 0.020 0.000 -0.005
H -5.083 1.766 1.454 0.001 -0.002 0.001
N -1.090 1.734 2.039 0.092 -0.015 -0.277
H -4.465 1.945 -4.950 -0.024 -0.047 -0.007
C -2.285 2.948 4.219 0.012 -0.002 0.003
C -1.486 -2.975 -0.283 -0.013 -0.072 -0.091
H 4.965 -4.366 1.809 0.001 0.001 0.000
C -5.440 -1.650 1.589 -0.018 -0.018 -0.019
C -0.761 -4.163 -0.200 -0.054 -0.022 -0.014
N 1.972 3.852 0.185 0.107 -0.079 -0.095
C 3.441 -1.267 0.026 0.040 -0.061 -0.170
H -4.730 3.361 0.777 0.017 0.006 0.004
H -5.597 -0.160 -4.144 0.022 0.007 -0.009
H -2.785 -3.392 -3.390 0.001 -0.005 -0.004
```
Forces are in eV/Å.

Results
Charge   -1
Calculated total energy   -120664.964 eV
Molar mass   941.1 g/mol
Orbital gap   5.968 eV
Largest force on an atom   0.529 eV/Å
HOMO level   -3.86 eV
Relative energy (zero: lowest compared OMol25 entry of this formula, charge and spin)   0.000 eV
2S+1   1

These are the Mulliken partial charges, in e, on atoms 1 to 4: 0.288 0.387 -0.142 0.131